# C16H25AuN6O2P2S2

C16H25AuN6O2P2S2 as an isolated structure at a distorted geometry (ωB97M-V/def2-TZVPD, the Open Molecules 2025 dataset).

Atoms and positions in Å:
Au -0.01 -0.30 -0.43
S 2.19 0.48 -1.34
S 1.35 -2.26 0.44
P -2.73 1.32 1.05
P 2.68 -1.41 -0.82
O 4.10 -1.54 -0.14
O 2.71 -2.16 -2.22
N -3.93 -1.19 0.88
N -0.86 1.86 3.09
N 0.02 0.82 1.37
N -2.54 2.99 -1.25
N -1.07 1.39 -1.31
N -1.93 -1.18 -0.03
C 2.88 -3.60 -2.28
C -3.63 3.81 -0.81
C 5.91 0.04 0.20
C 5.29 -0.97 -0.75
C -2.90 -0.40 0.49
C -1.09 1.48 1.79
C -1.81 2.55 3.90
C -2.38 -2.46 0.00
C -5.14 -0.71 1.47
C 0.40 1.45 3.44
C -3.62 -2.48 0.55
C -0.88 2.15 -2.41
C -2.07 1.91 -0.61
C -1.80 3.16 -2.39
C 3.65 -3.92 -3.54
C 0.93 0.81 2.37
H -3.41 4.27 0.15
H -1.35 2.85 4.84
H 5.22 0.85 0.41
H -2.66 1.90 4.11
H 6.18 -0.44 1.14
H 3.41 -3.94 -1.39
H 5.02 -0.50 -1.70
H 3.80 -4.99 -3.61
H -3.82 4.58 -1.56
H 6.81 0.44 -0.26
H -5.85 -1.53 1.55
H -2.18 3.44 3.38
H -4.94 -0.30 2.47
H -4.53 3.19 -0.69
H 0.83 1.65 4.40
H -4.29 -3.30 0.73
H -5.57 0.09 0.86
H -1.80 -3.28 -0.37
H 3.10 -3.58 -4.42
H 1.89 0.36 2.24
H -1.98 3.95 -3.09
H -0.11 1.93 -3.11
H 1.89 -4.05 -2.30
H 5.97 -1.80 -0.93
H 4.63 -3.44 -3.54

Spin multiplicity: 2
Net charge: +1
Highest occupied orbital energy (spin up / spin down): -9.475 / -10.514 eV
<S²>: 0.76
Strongest force on any atom: 0.059 Eh/bohr
E: -2718.35664 hartree
Gap between HOMO and LUMO (spin up / spin down): 6.59 / 7.46 eV

Okay, here come the natural (NBO) numbers, in e, for every atom: 1.097 -0.545 -0.541 0.765 1.709 -0.837 -0.840 -0.305 -0.313 -0.581 -0.327 -0.537 -0.522 -0.064 -0.405 -0.628 -0.064 0.038 0.021 -0.409 -0.040 -0.410 -0.048 -0.060 -0.061 0.118 -0.068 -0.623 -0.050 0.217 0.235 0.219 0.214 0.219 0.186 0.192 0.223 0.234 0.225 0.235 0.220 0.219 0.217 0.232 0.238 0.223 0.241 0.220 0.244 0.234 0.242 0.193 0.196 0.214

***

# C16H25BClN4O7S

A 2-piece molecular cluster, C16H25BClN4O7S overall at a distorted geometry (ωB97M-V/def2-TZVPD, the Open Molecules 2025 dataset).

Atoms and positions in Å:
Cl 5.45 2.64 -0.92
S 0.46 -5.32 3.48
O -1.39 -2.29 3.16
O 5.18 3.17 1.81
O 0.81 -6.56 2.48
O 0.59 -5.77 4.85
O -0.86 -1.66 0.75
O 1.11 -4.12 2.99
O -1.21 0.20 2.56
N -2.30 5.63 -5.58
N -0.90 3.75 -4.91
N -3.26 3.38 -5.38
N 1.24 0.69 1.81
C -1.27 -5.21 3.08
C 2.82 -7.61 3.37
C -2.28 4.34 -4.74
C -2.56 2.08 0.23
C 2.26 1.41 0.90
C 0.14 2.64 -0.51
C 2.18 -6.85 2.22
C -3.11 3.06 -1.00
C 1.78 2.45 -0.31
C -0.93 1.84 0.48
C -2.05 3.85 -2.02
C -0.28 0.89 1.64
C 3.86 1.07 1.20
C -2.66 4.80 -3.21
C 4.85 2.33 0.81
C -0.45 3.61 -1.70
B -1.16 -1.23 2.13
H 3.82 -7.94 3.10
H -0.81 3.16 -5.77
H 0.33 4.18 -2.39
H -3.02 2.42 -5.03
H 2.90 -6.98 4.26
H 2.57 3.02 -1.00
H -1.72 -4.45 3.72
H 2.74 -5.93 1.99
H 4.12 0.10 0.55
H -2.00 5.29 -6.54
H -3.36 1.53 0.93
H -4.26 3.62 -5.18
H -1.46 6.17 -5.21
H 1.59 0.07 2.57
H -1.38 -4.93 2.03
H -1.74 -6.18 3.28
H -0.14 4.47 -4.84
H -0.57 -2.25 3.75
H -2.42 5.95 -3.01
H -1.42 -1.18 0.07
H -3.85 4.72 -3.13
H 2.21 -7.47 1.32
H -4.28 3.16 -1.09
H 2.21 -8.48 3.64
H 3.92 0.74 2.32

Net charge: +1
Highest occupied orbital energy: -11.341 eV
Strongest force on any atom: 0.183 Eh/bohr
E: -2252.92867 hartree
Gap between HOMO and LUMO: 6.17 eV

Okay, here come the natural (NBO) numbers, in e, for every atom: -0.005 2.347 -0.925 -0.466 -0.706 -0.910 -0.912 -0.963 -0.681 -0.832 -0.906 -0.854 -0.570 -0.877 -0.641 0.430 -0.181 0.249 0.025 -0.079 -0.196 -0.219 -0.142 0.099 0.618 -0.536 -0.503 0.509 -0.211 1.335 0.220 0.397 0.257 0.373 0.223 0.295 0.264 0.189 0.280 0.372 0.269 0.385 0.339 0.455 0.253 0.259 0.370 0.514 0.270 0.513 0.249 0.199 0.261 0.223 0.277

***

# C16H25BF7N8O8

A 5-piece molecular cluster, C16H25BF7N8O8 overall (ωB97M-V/def2-TZVPD, the Open Molecules 2025 dataset).

Atoms and positions in Å:
F -1.74 -0.77 -7.15
F -1.29 -0.63 -4.34
F -1.81 1.16 -5.50
F 0.01 -1.71 -6.29
F 0.43 2.25 -5.18
F 0.20 0.15 -7.40
F 1.52 0.33 -5.14
O -0.68 1.52 -2.29
O 0.93 -0.19 -2.31
O 3.42 -6.98 2.08
O -2.29 -1.40 0.35
O 2.00 4.80 5.83
O 1.80 -3.46 0.70
O -0.20 3.28 1.26
O -0.92 -1.27 -1.42
N 0.63 6.62 5.90
N 1.21 3.56 3.02
N 2.49 6.48 7.26
N 1.27 -5.63 0.32
N 3.51 -6.65 4.32
N 0.17 -3.94 -0.81
N 5.22 -5.92 2.95
N -1.01 4.14 3.20
C -2.10 -1.05 -0.78
C -0.82 0.28 -5.22
C -4.67 1.31 -2.26
C -3.69 0.81 -1.42
C 1.12 -4.28 0.10
C -3.17 -0.45 -1.64
C -0.56 -0.52 -6.53
C -3.65 -1.22 -2.69
C -0.35 1.14 -0.98
C 4.02 -6.55 3.05
C 0.00 3.64 2.41
C -4.65 -0.73 -3.52
C 0.42 0.99 -4.62
C -5.16 0.55 -3.31
C 1.72 5.89 6.30
C 0.17 -0.28 -1.17
B 0.56 1.09 -2.99
H 3.98 -6.29 5.13
H 2.30 7.38 7.66
H 5.72 -5.55 3.73
H 0.06 6.25 5.17
H -3.23 -2.20 -2.88
H -4.99 -1.34 -4.34
H 1.39 3.88 3.96
H 0.41 7.52 6.28
H -3.31 1.43 -0.62
H 0.73 -6.32 -0.15
H 1.96 3.16 2.49
H -5.91 0.94 -3.98
H -1.15 1.29 -0.25
H 0.53 1.70 -0.64
H 2.62 -7.09 4.42
H 0.01 -2.96 -1.02
H 5.60 -5.81 2.03
H -0.89 4.39 4.16
H -0.38 -4.62 -1.29
H -1.93 4.20 2.79
H -5.05 2.31 -2.10
H 1.97 -5.91 0.99
H 1.43 1.97 -2.84
H 3.30 5.97 7.57
H 0.77 -0.67 -0.36

Net charge: -1
Highest occupied orbital energy: -4.937 eV
Strongest force on any atom: 0.019 Eh/bohr
E: -2388.89375 hartree
Gap between HOMO and LUMO: 6.54 eV

Okay, here come the natural (NBO) numbers, in e, for every atom: -0.330 -0.310 -0.315 -0.310 -0.353 -0.314 -0.362 -0.721 -0.687 -0.678 -0.561 -0.674 -0.683 -0.645 -0.605 -0.844 -0.860 -0.847 -0.870 -0.847 -0.851 -0.842 -0.869 0.801 0.562 -0.201 -0.200 0.774 -0.052 0.921 -0.203 -0.128 0.783 0.772 -0.214 0.432 -0.221 0.780 0.369 0.562 0.385 0.386 0.384 0.406 0.214 0.205 0.412 0.389 0.220 0.372 0.408 0.202 0.181 0.193 0.408 0.440 0.413 0.372 0.372 0.405 0.203 0.425 -0.132 0.410 0.170

***

# C16H25Br10NO2

A 6-piece molecular cluster, C16H25Br10NO2 overall at a distorted geometry (ωB97M-V/def2-TZVPD, the Open Molecules 2025 dataset).

Atoms and positions in Å:
Br -7.71 2.78 -1.75
Br 5.29 -4.12 -1.94
Br 7.62 -1.43 2.28
Br 2.25 -2.64 4.25
Br -2.24 -2.69 3.31
Br 0.35 3.69 1.97
Br 4.85 0.65 2.61
Br 3.34 -2.56 -4.65
Br -4.58 0.91 1.01
Br -3.73 4.62 0.06
O 1.43 -0.89 -0.37
O -0.02 0.09 0.87
N 0.45 -0.21 -0.18
C -0.29 0.25 -1.37
C 5.77 -2.01 2.13
C 0.40 0.37 -2.56
C -6.16 1.90 0.42
C -0.40 -2.12 3.60
C -2.19 1.38 -2.35
C -1.37 1.71 -3.44
C -6.20 1.71 -1.09
C -1.39 3.38 1.10
C 2.75 -3.18 -2.86
C -0.16 1.09 -3.61
C 3.79 -2.82 -1.81
C 0.58 -3.31 3.56
C -1.59 0.73 -1.29
C 4.87 -0.98 1.51
C -1.82 4.71 0.53
H 4.16 -1.81 -1.94
H 1.33 -0.17 -2.72
H 0.74 -3.48 2.50
H 3.86 -1.40 1.47
H -7.02 1.41 0.87
H 5.80 -3.03 1.76
H 1.81 -2.71 -2.58
H -2.15 0.40 -0.41
H 5.46 -2.19 3.16
H -6.43 0.69 -1.38
H -5.29 1.97 -1.63
H -0.13 -1.40 2.83
H 5.15 -0.76 0.48
H 0.18 -4.13 4.14
H 0.42 1.26 -4.51
H -1.54 5.53 1.19
H -2.12 3.09 1.84
H 2.70 -4.26 -2.89
H -1.30 5.07 -0.36
H -1.82 2.34 -4.19
H -6.17 2.96 0.64
H -3.25 1.56 -2.27
H -1.24 2.63 0.33
H -0.36 -1.63 4.57
H 3.34 -2.94 -0.83

SMILES string: O=[N+]([O-])c1ccccc1.BrCCBr.BrCCBr.BrCCBr.BrCCBr.BrCCBr
Highest occupied orbital energy: -9.800 eV
Strongest force on any atom: 0.041 Eh/bohr
E: -26569.93307 hartree
Gap between HOMO and LUMO: 8.82 eV

Okay, here come the natural (NBO) numbers, in e, for every atom: -0.023 -0.024 -0.015 0.003 -0.018 -0.007 -0.002 -0.026 -0.014 -0.031 -0.404 -0.361 0.537 0.070 -0.464 -0.198 -0.441 -0.448 -0.198 -0.173 -0.429 -0.443 -0.435 -0.214 -0.433 -0.455 -0.231 -0.447 -0.443 0.229 0.240 0.223 0.235 0.232 0.242 0.229 0.248 0.225 0.226 0.220 0.238 0.222 0.232 0.233 0.235 0.234 0.232 0.227 0.223 0.236 0.224 0.228 0.224 0.228

***

# C16H25Br18Cl2NO4S

C16H25Br18Cl2NO4S as an isolated structure at a distorted geometry (ωB97M-V/def2-TZVPD, the Open Molecules 2025 dataset).

Atoms and positions in Å:
Br 12.61 -1.58 -0.74
Br -3.82 1.70 -4.96
Br -6.41 0.45 -3.55
Br 6.87 0.89 -3.72
Br 10.36 -0.79 1.40
Br -6.70 1.95 -6.36
Br 0.25 2.99 4.98
Br 13.14 0.81 1.34
Br -2.12 5.10 4.46
Br -6.54 -5.80 -3.35
Br -5.62 -3.19 -4.98
Br 8.15 -1.64 -2.22
Br -7.07 -2.88 -2.13
Br -0.45 5.20 7.21
Br 4.11 -0.75 -0.69
Br 4.10 -0.19 2.48
Br 6.19 1.35 0.58
Br 9.42 1.28 -1.82
Cl -3.44 -0.76 -1.73
Cl -6.55 -0.98 1.42
S -2.59 -2.48 0.39
O 0.67 3.39 0.62
O -4.30 -2.47 0.27
O -2.03 -3.60 -0.45
O -2.22 -2.90 1.97
N 0.71 1.22 -0.22
C -6.92 -3.94 -3.75
C 8.49 0.09 -3.03
C -0.25 -1.39 2.35
C 0.25 2.21 0.76
C -0.78 1.95 1.93
C 0.81 -0.94 1.23
C 4.42 0.55 0.71
C -4.75 -1.43 -0.63
C 0.17 1.73 -1.55
C -5.55 0.88 -5.23
C 0.12 -0.13 0.01
C -4.40 0.81 0.80
C -5.45 -0.19 0.15
C -0.40 4.79 5.31
C 12.26 -0.89 1.03
C -0.77 -2.90 2.19
H -1.26 2.96 2.20
H 0.31 5.47 4.86
H 0.37 -0.75 -0.93
H -0.20 -3.52 1.43
H 12.68 -1.60 1.74
H -7.88 -3.91 -4.25
H -0.82 2.27 -1.31
H -5.38 -0.06 -5.75
H 0.25 -1.29 3.37
H -6.13 0.34 -0.60
H -4.94 1.57 1.47
H 1.48 -1.80 0.86
H -3.77 1.36 0.01
H -0.27 1.56 2.89
H -0.62 -3.41 3.21
H -5.58 -1.84 -1.34
H 0.02 0.90 -2.30
H -3.71 0.21 1.48
H -1.17 -0.72 2.32
H 9.15 -0.08 -3.88
H -1.63 1.25 1.61
H -1.02 -0.14 0.08
H 0.87 2.56 -1.92
H 1.54 -0.18 1.72
H 3.70 1.36 0.57

Highest occupied orbital energy: -9.544 eV
Strongest force on any atom: 0.073 Eh/bohr
E: -48630.97180 hartree
Gap between HOMO and LUMO: 9.09 eV

Okay, here come the natural (NBO) numbers, in e, for every atom: 0.087 0.091 0.077 0.089 0.096 0.094 0.086 0.086 0.088 0.110 0.086 0.090 0.131 0.093 0.088 0.079 0.097 0.089 -0.074 -0.070 1.682 -0.587 -0.696 -0.890 -0.701 -0.489 -0.486 -0.491 -0.450 0.695 -0.742 -0.441 -0.490 0.068 -0.427 -0.488 -0.258 -0.660 -0.201 -0.487 -0.493 -0.103 0.258 0.230 0.217 0.214 0.225 0.229 0.188 0.226 0.219 0.230 0.240 0.230 0.242 0.249 0.215 0.224 0.217 0.215 0.221 0.225 0.220 0.192 0.233 0.222 0.237

***

# C16H25BrCl3F7KN3O12S2

C16H25BrCl3F7KN3O12S2 as an isolated structure at a distorted geometry (ωB97M-V/def2-TZVPD, the Open Molecules 2025 dataset).

Atoms and positions in Å:
Br 4.65 0.25 -6.89
K 2.96 -3.46 0.62
Cl 2.79 2.73 -2.94
Cl -3.05 3.05 -2.42
Cl 0.39 1.74 -1.62
S 1.96 0.90 3.53
S -3.54 -3.29 3.77
F 5.38 0.42 2.93
F 4.52 1.38 0.48
F 3.09 -0.21 0.27
F 3.34 2.68 2.24
F 5.56 -0.85 1.23
F 1.70 1.88 1.11
F 4.08 -1.35 2.71
O -2.00 2.23 -3.02
O -2.44 4.06 -1.58
O -3.89 2.19 -1.62
O -4.97 0.27 -0.36
O -3.82 3.68 -3.45
O -2.95 -4.27 4.68
O 2.66 0.03 -6.64
O 2.97 0.65 4.55
O 0.62 -0.48 -5.80
O -4.95 -3.14 4.05
O 1.76 -2.05 -6.94
O 1.12 1.97 4.04
N 0.83 -3.53 1.26
N 0.89 -1.15 1.95
N -1.01 -2.65 2.56
C 3.69 0.57 1.20
C 4.66 -0.30 2.10
C -0.15 1.72 -5.06
C 2.05 1.27 -6.21
C 2.70 1.54 1.96
C -3.69 -0.18 0.00
C 1.41 3.15 -1.90
C -1.55 -1.37 3.05
C 0.26 -2.44 1.89
C 0.96 -0.62 3.32
C -2.13 -0.48 1.91
C 1.03 0.79 -5.22
C -0.50 -0.51 3.88
C -2.70 -1.71 4.09
C 1.67 -0.96 -6.50
C -3.59 -0.80 1.45
H -2.29 -1.81 5.12
H 0.82 3.92 -2.39
H 1.48 0.58 -4.25
H 1.46 -1.40 3.93
H -3.34 -3.67 2.46
H 1.62 1.77 -7.08
H -3.41 -0.86 4.15
H -0.91 0.52 3.92
H 0.51 -0.48 1.28
H 0.17 2.70 -4.72
H -0.70 1.82 -5.99
H -3.00 0.70 0.02
H -2.10 0.59 2.19
H -4.86 1.23 -0.43
H 0.69 -4.45 1.71
H 1.79 3.51 -0.95
H -0.85 1.32 -4.33
H -1.50 -0.62 0.99
H 1.43 -3.50 0.43
H -3.73 -1.89 1.33
H -0.46 -0.85 4.94
H -3.26 -0.90 -0.73
H -4.32 -0.32 2.13
H 2.79 1.93 -5.76
H -0.79 -3.19 3.40

Highest occupied orbital energy: -5.676 eV
Strongest force on any atom: 0.160 Eh/bohr
E: -7741.03578 hartree
Gap between HOMO and LUMO: 1.44 eV

Okay, here come the Löwdin numbers, in e, for every atom: 0.543 1.065 0.556 0.670 0.611 0.795 0.680 0.220 0.153 0.111 0.158 0.140 0.082 0.131 -0.471 -0.371 -0.378 -0.073 -0.337 -0.372 -0.481 -0.270 0.115 -0.348 0.193 -0.261 -0.068 -0.001 0.064 -0.327 -0.522 -0.032 -0.156 -0.458 -0.280 -0.955 -0.448 -0.356 -0.296 -0.133 -0.334 -0.075 -0.171 -0.533 -0.144 0.110 0.041 0.114 0.142 0.080 0.151 0.122 0.120 0.110 0.087 0.105 0.105 0.136 0.059 0.123 0.018 0.048 0.112 -0.106 0.095 0.127 0.131 0.124 0.080 0.130